The following is a quantum chemistry calculation of an isolated molecule of C6H13N3, from the Open Molecules 2025 dataset.

As for the lowest unoccupied orbital energy (spin up / spin down): 0.869 / 0.869 eV. The value obtained for the HOMO-LUMO gap (spin up / spin down) is 8.0 / 8.0 eV. The molar mass comes out at 127.19 g mol⁻¹. The charge is 0. The value obtained for the highest occupied orbital energy (spin up / spin down) is -7.13 / -7.13 eV.

The geometry in XYZ format:
```
22
Properties=species:S:1:pos:R:3:nbo_charge:R:1
C -1.95826 0.94019 1.10048 -0.06
C -1.17671 1.96646 0.75300 -0.26
C -0.27511 -0.63737 -0.36408 -0.02
C 0.27835 2.01005 0.68065 -0.67
C 1.30375 -0.59839 -2.24742 -0.62
C 0.82408 -1.27806 -0.99669 -0.46
N -1.57478 -0.28715 1.60143 -0.43
N -0.72358 -0.85682 0.80106 0.09
N -0.11649 -2.09133 1.33002 -0.67
H -3.01060 1.19132 1.31887 0.20
H -1.57526 2.83398 0.26935 0.20
H -0.75178 0.17658 -0.96303 0.22
H 0.82301 2.89885 1.12897 0.23
H 0.55935 1.86587 -0.33308 0.21
H 0.88502 1.30042 1.31918 0.21
H 2.27544 -1.01555 -2.73655 0.22
H 1.74154 0.44157 -1.95034 0.20
H 0.61565 -0.33318 -3.04426 0.21
H 1.74140 -1.33865 -0.19898 0.22
H 0.75522 -2.32814 -1.19270 0.23
H -0.83348 -2.81939 1.36655 0.37
H 0.19325 -2.04124 2.35759 0.38
```

---

The following is a quantum chemistry calculation of the ion C6H13N4 with charge +1, from the Open Molecules 2025 dataset.

As for the lowest unoccupied orbital energy: -3.179 eV. The value obtained for the HOMO-LUMO gap is 8.7 eV. Its SMILES is NC1=NN[C@@H]2CCC[NH2+][C@H]12. The molar mass comes out at 141.20 g mol⁻¹. The charge is +1. The value obtained for the highest occupied orbital energy is -11.93 eV.

The geometry in XYZ format:
```
23
Properties=species:S:1:pos:R:3:nbo_charge:R:1
N -1.71019 -0.27547 2.60242 -0.83
C -1.11600 -0.76975 1.50341 0.33
N -0.56178 -1.90907 1.28756 -0.25
N 0.08923 -1.84272 0.06790 -0.48
C -0.59480 -0.83713 -0.76707 -0.07
C 0.40658 -0.36325 -1.95470 -0.41
C 1.57665 0.40191 -1.39654 -0.46
C 1.06980 1.54364 -0.53719 -0.22
N 0.35948 1.07222 0.76094 -0.53
C -0.82676 0.23018 0.36886 -0.13
H -2.57773 0.38664 2.64666 0.42
H -1.74876 -0.93218 3.38562 0.42
H 0.19785 -2.70354 -0.34717 0.38
H -1.54977 -1.24710 -1.26818 0.24
H -0.19811 0.33419 -2.72599 0.23
H 0.84038 -1.30609 -2.32026 0.24
H 2.15786 -0.37919 -0.78128 0.24
H 2.41694 0.87299 -2.13244 0.27
H 1.89068 2.16803 -0.31721 0.23
H 0.24699 2.24099 -0.95312 0.22
H 1.07838 0.51286 1.32531 0.45
H 0.21987 1.91615 1.37477 0.46
H -1.66681 0.88570 0.17767 0.24
```

---

The following is a quantum chemistry calculation of a cluster of 2 separate species, C6H13N5O in total, from the Open Molecules 2025 dataset.

As for the lowest unoccupied orbital energy: 0.214 eV. The value obtained for the HOMO-LUMO gap is 9.5 eV. Its SMILES is [H]/N=c1/nn[nH][nH]1.CCC(=O)CC. The molar mass comes out at 171.20 g mol⁻¹. The charge is 0. The value obtained for the highest occupied orbital energy is -9.27 eV.

The geometry in XYZ format:
```
25
Properties=species:S:1:pos:R:3:nbo_charge:R:1
H -2.33111 0.18420 -0.37331 0.33
N -3.13886 0.54607 -0.85370 -0.67
C -4.23308 0.02469 -0.42464 0.46
N -5.48407 0.36829 -0.93086 -0.23
N -6.34039 0.13139 -0.04432 0.06
N -5.71641 -0.20032 1.08746 -0.27
N -4.45542 -0.71007 0.75388 -0.46
H -6.27225 -0.71020 1.78956 0.39
H -3.75792 -0.44406 1.45692 0.39
C 0.80500 -1.17625 -0.61652 -0.60
C 2.17119 -0.66641 -1.05759 -0.51
C 3.09111 -0.60939 0.13141 0.61
O 3.73512 -1.57953 0.45980 -0.54
C 3.12405 0.72660 0.82111 -0.51
C 4.12323 1.67254 0.11053 -0.60
H 0.23610 -1.56451 -1.47590 0.22
H 0.90741 -2.01312 0.08301 0.22
H 0.22065 -0.38572 -0.12040 0.20
H 2.06583 0.34321 -1.48038 0.21
H 2.58365 -1.33134 -1.81662 0.23
H 2.11624 1.16462 0.81282 0.21
H 3.40066 0.59241 1.87565 0.23
H 4.14685 2.65351 0.59594 0.22
H 3.87390 1.76893 -0.94880 0.21
H 5.12854 1.21446 0.16496 0.22
```

---

The following is a quantum chemistry calculation of a cluster of 2 separate species, C6H13NO in total, from the Open Molecules 2025 dataset.

Its expectation value of S² is 0.78. As for the lowest unoccupied orbital energy (spin up / spin down): 4.041 / 3.922 eV. The value obtained for the HOMO-LUMO gap (spin up / spin down) is 3.6 / 6.1 eV. As for the spin multiplicity: 2. The molar mass comes out at 115.18 g mol⁻¹. The charge is -1. The value obtained for the highest occupied orbital energy (spin up / spin down) is 0.47 / -2.21 eV.

The geometry in XYZ format:
```
21
Properties=species:S:1:pos:R:3:nbo_charge:R:1
C 1.82925 -0.71264 0.27432 -0.63
N 0.91148 2.07111 0.43598 -0.86
C 0.13634 1.07287 -0.21410 0.04
C 0.43456 -0.29660 -0.13017 -0.21
C -0.38883 -1.34512 -0.64882 -0.29
C -0.02358 -2.68290 -0.76206 -0.71
C -0.93466 1.62292 -1.08944 -0.63
H 2.37349 -1.13949 -0.58063 0.19
H 1.85224 -1.50176 1.04017 0.19
H 2.40306 0.10701 0.70851 0.18
H 1.39705 1.74115 1.25405 0.35
H 0.41666 2.93626 0.58823 0.34
H -1.31563 -1.00517 -1.10140 0.17
H -0.76766 -3.36718 -1.15166 0.17
H 0.90038 -3.04094 -0.33510 0.17
H -0.54458 1.98389 -2.06291 0.17
H -1.41799 2.52615 -0.68150 0.17
H -1.72258 0.90535 -1.30689 0.21
H -2.17998 -0.35073 2.51479 0.45
H -1.41814 0.04648 1.25524 0.50
O -1.94087 0.42935 1.99340 -0.98
```

---

The following is a quantum chemistry calculation of a cluster of 2 separate species, C6H13NO in total, from the Open Molecules 2025 dataset.

As for the lowest unoccupied orbital energy: 0.958 eV. The value obtained for the HOMO-LUMO gap is 10.1 eV. Its SMILES is C=CC(=C)CCN.O. The molar mass comes out at 115.18 g mol⁻¹. The charge is 0. The value obtained for the highest occupied orbital energy is -9.12 eV.

The geometry in XYZ format:
```
21
Properties=species:S:1:pos:R:3:nbo_charge:R:1
C -0.63138 -1.72662 -1.35685 -0.36
C -1.21450 -0.52749 -1.40671 -0.24
C -1.46461 0.32908 -0.21723 -0.03
C -2.15027 -0.19064 0.80970 -0.40
C -0.65559 1.58111 -0.10515 -0.46
C 0.88169 1.28909 0.00399 -0.21
N 1.26345 0.57185 1.22643 -0.87
H -0.42841 -2.33142 -2.22726 0.20
H -0.16516 -2.11478 -0.45066 0.20
H -1.31940 -0.07982 -2.39093 0.21
H -2.33145 0.45668 1.66336 0.19
H -2.39818 -1.24328 0.86352 0.21
H -1.06714 2.19953 0.67967 0.21
H -0.65771 2.29804 -0.93971 0.22
H 1.40575 2.24649 0.02263 0.20
H 1.29927 0.70655 -0.81682 0.21
H 1.12922 1.04778 2.10834 0.37
H 0.66079 -0.25212 1.27322 0.37
O 2.38368 -1.71183 0.19239 -0.98
H 3.27332 -1.76870 0.56566 0.46
H 2.18662 -0.77952 0.50238 0.48
```

---

The following is a quantum chemistry calculation of an isolated molecule of C6H13NO, from the Open Molecules 2025 dataset.

As for the lowest unoccupied orbital energy: 0.984 eV. The value obtained for the HOMO-LUMO gap is 9.7 eV. Its SMILES is CC(C)N1OC1(C)C. The molar mass comes out at 115.18 g mol⁻¹. The charge is 0. The value obtained for the highest occupied orbital energy is -8.73 eV.

The geometry in XYZ format:
```
21
Properties=species:S:1:pos:R:3:nbo_charge:R:1
C 1.28931 -0.37211 2.15141 -0.61
C 1.28825 0.96522 1.37917 -0.08
C 1.45827 2.05352 2.39370 -0.61
N 0.04381 1.14623 0.66355 -0.16
O 0.21242 1.89557 -0.46493 -0.39
C -0.18599 0.50985 -0.63543 0.35
C 0.83512 -0.34921 -1.39916 -0.65
C -1.66648 0.27664 -0.95916 -0.65
H 2.26557 -0.51142 2.60992 0.21
H 1.06845 -1.21542 1.48746 0.20
H 0.56858 -0.26518 2.92921 0.21
H 2.15453 1.01942 0.69319 0.18
H 2.37711 1.92923 2.99523 0.21
H 0.64590 2.06020 3.11564 0.21
H 1.61090 3.03587 1.95817 0.22
H 1.83185 0.07384 -1.38720 0.23
H 0.58167 -0.48829 -2.43985 0.23
H 0.90572 -1.30301 -0.94451 0.22
H -1.80862 -0.54371 -1.68393 0.21
H -2.16846 0.00929 -0.03376 0.23
H -2.19519 1.18620 -1.31599 0.24
```

---

The following is a quantum chemistry calculation of a cluster of 2 separate species, C6H13NO in total, from the Open Molecules 2025 dataset.

As for the lowest unoccupied orbital energy: 0.880 eV. The value obtained for the HOMO-LUMO gap is 10.2 eV. Its SMILES is CC(C)=N.CCC=O. The molar mass comes out at 115.18 g mol⁻¹. The charge is 0. The value obtained for the highest occupied orbital energy is -9.36 eV.

The geometry in XYZ format:
```
21
Properties=species:S:1:pos:R:3:nbo_charge:R:1
C -1.51117 0.46681 -1.87645 -0.72
C -1.32467 -0.57961 -0.86513 0.39
C -1.62884 0.00743 0.71843 -0.75
N -0.81066 -1.69163 -1.04675 -0.67
H -0.84240 1.32025 -1.59117 0.28
H -1.22806 0.09496 -2.85794 0.23
H -2.54228 0.81747 -1.87756 0.22
H -2.71097 -0.16998 0.64975 0.23
H -1.26528 -0.68117 1.47962 0.21
H -1.63993 1.06824 0.94145 0.24
H -0.56375 -2.25443 -0.23731 0.34
C 2.00743 -0.79919 1.22493 -0.61
C 1.76389 0.20422 0.10478 -0.53
C 0.81124 1.31546 0.47078 0.46
O 0.41442 2.13506 -0.35271 -0.55
H 1.09509 -1.33449 1.47872 0.20
H 2.37145 -0.29760 2.12024 0.21
H 2.74172 -1.54280 0.92162 0.22
H 1.39456 -0.29487 -0.79629 0.25
H 2.71015 0.69070 -0.16397 0.24
H 0.75806 1.52516 1.55496 0.12
```

---

The following is a quantum chemistry calculation of an isolated molecule of C6H13NO, from the Open Molecules 2025 dataset.

As for the lowest unoccupied orbital energy: 0.920 eV. The value obtained for the HOMO-LUMO gap is 9.7 eV. Its SMILES is CC(C)CNCC=O. The molar mass comes out at 115.18 g mol⁻¹. The charge is 0. The value obtained for the highest occupied orbital energy is -8.82 eV.

The geometry in XYZ format:
```
21
Properties=species:S:1:pos:R:3:nbo_charge:R:1
C -0.42110 2.45390 -0.79191 -0.61
C 0.15013 1.27998 0.18223 -0.23
C -0.06377 1.72912 1.67243 -0.63
C -0.52486 0.00959 -0.35669 -0.20
N -0.10203 -1.34187 0.21901 -0.65
C 0.83919 -2.14472 -0.51574 -0.32
C 0.04191 -3.50536 -0.68809 0.44
O 0.50696 -4.57098 -0.35776 -0.53
H -0.18689 2.22176 -1.82393 0.21
H -1.49679 2.52645 -0.57963 0.21
H 0.01620 3.46757 -0.50075 0.21
H 1.18511 1.14515 0.10310 0.19
H 0.58671 1.24062 2.39181 0.21
H -1.09084 1.48499 2.07667 0.21
H 0.31894 2.77140 1.83566 0.22
H -1.55984 0.10521 -0.13884 0.19
H -0.38731 -0.20805 -1.45747 0.20
H 0.20022 -1.25486 1.17776 0.37
H 1.76128 -2.28304 0.01002 0.21
H 1.15828 -1.65684 -1.51737 0.19
H -0.93150 -3.46999 -0.94054 0.11
```